[1]
The following is a quantum chemistry calculation of the ion C5H12NOS with charge -1 at a distorted geometry, from the Open Molecules 2025 dataset.

Element x y z (Å)
O -2.03364 2.05321 -1.64632
C -0.97283 1.71000 -2.37088
N -0.29935 0.42159 -1.97864
C 0.14135 0.45285 -0.61191
C 0.95202 -0.78430 -0.21857
C 0.37461 -1.51883 1.04803
C 0.66844 -0.70896 2.30598
S -0.83351 -0.42988 3.32742
H -0.16941 2.47269 -2.23042
H -1.15558 1.54000 -3.46114
H -0.81428 -0.41064 -2.22175
H -0.73658 0.54009 0.05763
H 0.71213 1.36676 -0.42185
H 1.99489 -0.53547 0.00737
H 0.93390 -1.52393 -1.01375
H 0.89971 -2.47865 1.04652
H -0.66915 -1.68103 0.78391
H 1.10197 0.26127 2.07348
H 1.32474 -1.21257 2.99342
H -1.41942 0.46580 2.53145

Results
SMILES	[O-]CNCCCCS
charge	-1
DFT total energy	-725.86182	Eh
molecular weight	134.22	g/mol
max |F|	2.27	eV/Å


[2]
The following is a quantum chemistry calculation of the ion C5H12NOS with charge -1 at a distorted geometry, from the Open Molecules 2025 dataset.

Element x y z (Å)
O -0.50461 3.50017 -2.72476
C 0.07281 2.72888 -1.77044
C -0.55747 1.33730 -1.71420
N 0.10315 0.43726 -0.74431
C -0.75520 -0.58724 -0.17424
C -0.00627 -1.88193 0.03936
C 1.03502 -1.88491 1.16078
S 0.35612 -1.48842 2.80372
H -0.06241 3.13389 -0.73346
H 1.17075 2.61520 -1.95181
H -0.50746 0.84241 -2.68588
H -1.60557 1.46952 -1.41390
H 0.59074 0.89283 0.01455
H -1.27497 -0.24330 0.73228
H -1.62920 -0.76872 -0.80377
H 0.50654 -2.07143 -0.90191
H -0.63928 -2.77223 0.18901
H 1.54640 -2.83910 1.21990
H 1.74099 -1.09045 0.94958
H -0.94973 -1.61069 2.56251

Results
SMILES	[O-]CCNCCCS
charge	-1
DFT total energy	-725.85442	Eh
molecular weight	134.22	g/mol
max |F|	1.31	eV/Å


[3]
The following is a quantum chemistry calculation of the ion C5H12NOS with charge +1 at a distorted geometry, from the Open Molecules 2025 dataset.

Element x y z (Å)
C -0.83209 0.52682 -0.74600
C 2.57125 -1.51806 0.92729
C 1.75731 -0.83793 0.14729
C -2.85596 -0.48518 0.17214
C 1.66932 1.95960 0.36917
N -1.79616 -0.50440 -0.73330
O 1.77504 -0.86600 -1.15534
S 0.68550 0.48758 0.87030
H -1.20304 1.49323 -0.70730
H -0.40766 0.45612 -1.75565
H 3.31100 -2.12508 0.64708
H 2.57272 -1.44537 1.98554
H -2.60458 -0.28426 1.24322
H -3.34656 0.43830 -0.23521
H -3.59977 -1.26988 0.10095
H 1.08538 2.88908 0.52572
H 2.10300 2.04692 -0.62138
H 2.54793 1.70813 0.95109
H -1.46049 -1.40567 -0.88257
H 2.35112 -1.61330 -1.45846

Results
charge	+1
DFT total energy	-725.53532	Eh
molecular weight	134.22	g/mol
max |F|	4.13	eV/Å


[4]
The following is a quantum chemistry calculation of a structure of composition C5H12NOS at a distorted geometry, from the Open Molecules 2025 dataset.

Element x y z (Å)
C 0.60545 0.23615 1.12544
C 0.64548 -1.27167 1.16429
C -0.39680 -0.12787 -0.84742
C 2.02828 0.32391 -1.02168
C -2.91081 -0.35013 0.21716
N 0.69611 0.60950 -0.31502
O -1.92756 0.58671 -0.03721
S -0.08508 -1.83979 -0.41188
H -0.32453 0.64025 1.51861
H 1.35516 0.77897 1.59390
H 1.74191 -1.63046 1.02613
H 0.08780 -1.82477 1.89969
H -0.53550 -0.28870 -1.94030
H 1.77108 -0.37675 -1.86109
H 2.53615 1.22242 -1.26188
H 2.34711 -0.39388 -0.20773
H -3.95682 -0.00226 0.13445
H -2.86633 -0.64086 1.26340
H -2.93880 -1.18027 -0.48994
H 0.58638 1.66853 -0.29052

Results
charge	+1
DFT total energy	-725.50413	Eh
molecular weight	134.22	g/mol
max |F|	4.74	eV/Å


[5]
The following is a quantum chemistry calculation of a cluster of 2 separate species, C5H12NOS2 in total at a distorted geometry, from the Open Molecules 2025 dataset.

Element x y z (Å)
C -1.26125 0.01813 0.17689
N -0.05221 -0.76869 0.33647
O 1.00507 0.23734 0.42222
H -2.07306 -0.66754 -0.06750
H -1.50831 0.58073 1.09022
H -1.12492 0.72577 -0.64680
H -0.03705 -1.21945 1.25248
H 1.81742 -0.26536 0.24429
C 0.77154 -1.55664 6.66355
C -0.55452 -0.91668 6.28339
S -0.95441 -0.92227 4.50988
C 0.46866 -0.50003 3.71638
S 2.00227 -0.99348 4.19854
C 1.96405 -0.87493 6.01249
H 0.88740 -1.47450 7.75069
H 0.75928 -2.61674 6.38821
H -1.38268 -1.50353 6.70890
H -0.63793 0.12163 6.63830
H 0.38787 0.04225 2.76410
H 2.05290 0.18579 6.29090
H 2.88976 -1.39806 6.29397

Results
charge	+1
DFT total energy	-1123.71965	Eh
molecular weight	166.29	g/mol
max |F|	1.56	eV/Å


[6]
The following is a quantum chemistry calculation of a cluster of 2 separate species, C5H12NS in total, from the Open Molecules 2025 dataset.

Element x y z (Å)
C -0.57969 -2.15882 0.59707
C 0.87282 -2.51943 0.51909
C 1.58815 -2.24653 -0.56714
H -0.65771 -1.09030 0.80937
H -1.08822 -2.25060 -0.35927
H -1.14447 -2.66772 1.38197
H 1.33816 -3.08379 1.32232
H 2.66012 -2.40985 -0.60484
H 1.11452 -2.00960 -1.51256
C -0.46777 2.71255 0.12893
C -0.09032 1.92751 -1.13454
S -1.20301 0.51749 -1.48998
N -0.72511 1.88169 1.31185
H -1.40673 3.21866 -0.10604
H 0.30274 3.46258 0.33413
H 0.94968 1.58349 -1.06580
H -0.15024 2.61048 -1.98790
H 0.10467 1.30933 1.45854
H -1.41759 1.21285 0.96481

Results
charge	-1
DFT total energy	-650.64250	Eh
molecular weight	118.22	g/mol
max |F|	0.79	eV/Å


[7]
The following is a quantum chemistry calculation of the ion C5H12NS with charge -1 at a distorted geometry, from the Open Molecules 2025 dataset.

Element x y z (Å)
C 2.37038 -1.25853 1.29906
C 2.80610 -0.21830 0.24589
N 1.75841 0.61629 -0.27270
C 0.79603 -0.05304 -1.19779
C -0.59668 0.55433 -1.02534
C -1.44683 -0.22333 -0.01269
S -3.07907 0.50483 0.31187
H 2.03518 -0.84564 2.25298
H 1.57452 -1.90619 0.91495
H 3.14552 -1.98552 1.53200
H 3.34672 -0.78658 -0.50993
H 3.53799 0.42080 0.74444
H 1.20803 1.02279 0.47302
H 1.18424 0.07429 -2.19337
H 0.75133 -1.11558 -0.92412
H -0.49412 1.59731 -0.70634
H -1.14268 0.58818 -1.96839
H -0.89268 -0.32944 0.92526
H -1.57083 -1.21785 -0.43792

Results
SMILES	CCNCCC[S-]
charge	-1
DFT total energy	-650.66166	Eh
molecular weight	118.22	g/mol
max |F|	1.55	eV/Å


[8]
The following is a quantum chemistry calculation of the ion C5H12NS with charge -2 at a distorted geometry, from the Open Molecules 2025 dataset.

Element x y z (Å)
C -1.21038 -0.13362 0.34873
N 0.22154 -0.40413 -0.03088
C 0.47143 -0.87086 -1.33785
C 1.89781 -1.42547 -1.57005
S 2.21845 -3.03689 -0.66946
C -1.13585 0.74303 1.59037
C -0.58525 2.16516 1.31705
H -1.77571 -1.03895 0.39918
H -1.73114 0.44408 -0.43882
H 0.84274 -0.78262 0.66951
H 0.23910 -0.24209 -2.26224
H -0.23641 -1.69917 -1.61697
H 2.03809 -1.65642 -2.62827
H 2.67755 -0.65321 -1.39076
H -0.53890 0.22487 2.35183
H -2.12389 0.90212 1.99011
H -0.04150 2.16516 0.34462
H -1.39859 2.82336 0.87676
H 0.17092 2.47566 2.05714

Results
⟨S²⟩	0.75
spin multiplicity	2
charge	-2
DFT total energy	-650.49138	Eh
molecular weight	118.22	g/mol
max |F|	2.93	eV/Å


[9]
The following is a quantum chemistry calculation of the ion C5H12NS with charge +1 at a distorted geometry, from the Open Molecules 2025 dataset.

Element x y z (Å)
C -0.20916 0.04328 2.10757
N 0.24155 0.56230 0.85094
C 0.22904 -0.35378 -0.27210
C 1.39487 -1.20964 -0.57174
C -1.21246 -0.61954 -0.70247
C -0.48543 0.41354 -1.56097
S -1.09096 2.09595 -1.22472
H 0.22965 -0.88529 2.33512
H -0.05474 0.81601 2.92729
H -1.40577 -0.10646 2.16801
H 1.27785 0.88418 1.10145
H -0.33016 1.36790 0.42729
H 1.20573 -1.83473 -1.42929
H 1.62852 -1.96633 0.18765
H 2.22243 -0.66010 -0.90681
H -1.78974 -0.18474 0.10892
H -1.51093 -1.49308 -1.36236
H -0.23015 0.23201 -2.56723
H -0.11016 2.89854 -1.61656

Results
SMILES	C[NH2+][C@@]1(C)C[C@H]1S
charge	+1
DFT total energy	-650.32740	Eh
molecular weight	118.22	g/mol
max |F|	5.53	eV/Å


[10]
The following is a quantum chemistry calculation of a structure of composition C5H12NS at a distorted geometry, from the Open Molecules 2025 dataset.

Element x y z (Å)
C -3.13422 0.11599 0.40825
C -2.06276 -0.83054 -0.11294
C 2.32914 -0.86421 -0.30321
C 1.99611 1.45190 -0.94362
C -0.90239 -0.89036 0.55460
N 2.16510 0.40324 0.02117
S 0.35603 -2.13524 -0.06697
H -2.84193 1.09605 0.43640
H -3.86161 -0.08369 -0.30613
H -2.28245 -1.19886 -1.15047
H 2.80283 -1.46365 0.45276
H -3.47403 -0.16046 1.40886
H 2.46624 -1.05634 -1.31087
H 2.99187 1.66514 -1.34319
H 1.41951 1.04022 -1.73907
H 1.62236 2.46561 -0.52426
H -0.58274 -0.63032 1.60836
H 2.21787 0.74882 1.05066
H 0.50365 -2.85796 1.11510

Results
charge	+1
DFT total energy	-650.30744	Eh
molecular weight	118.22	g/mol
max |F|	3.36	eV/Å


Question: What is the DFT total energy in the tenth record?
Answer: -650.30744 Eh


Question: Look up the charge of the tenth one.
Answer: +1


Question: The lowest max |F| belongs to which entry?
Answer: number 6